Entry 1:
Density functional theory data (ωB97M-V/def2-TZVPD) for a 2-piece molecular cluster, C3H6IN2 overall.

Last column: Löwdin charge in e.
Positions of all 12 atoms, in Å:
C1 -1.015 -0.871 0.725  0.0449
C2 0.240 -2.492 -0.550  -0.1039
C3 0.956 1.363 0.480  -0.6338
N1 -0.489 -1.789 0.253  -0.1819
N2 0.734 2.244 -0.463  0.0482
I1 2.195 -0.165 0.024  1.2022
H1 -1.971 -0.720 1.202  0.0840
H2 0.837 -3.249 0.056  0.1160
H3 -0.079 -2.378 -1.545  0.0732
H4 0.619 1.715 1.426  0.0714
H5 1.063 2.089 -1.405  0.1031
H6 0.285 3.186 -0.267  0.1767

The calculation puts the molar mass at 197.0 g mol⁻¹. The value obtained for the HOMO energy (spin up / spin down) is -12.002 / -12.003 eV. The value obtained for the gap between HOMO and LUMO (spin up / spin down) is 7.21 / 7.21 eV. Its spin multiplicity is 1. As for the total energy: -14278.311 eV. As for the energy above the lowest of the compared OMol25 structures with the same formula, charge and spin: 87.69 kcal/mol. As for the net charge: +1.


Entry 2:
Density functional theory data (ωB97M-V/def2-TZVPD) for an isolated ion of composition C3H6IN2O and charge +1.

Last column: Löwdin charge in e.
Positions of all 13 atoms, in Å:
C1 0.632 -0.159 0.120  -0.3405
C2 -1.990 -0.611 -0.030  -0.8094
C3 1.624 0.867 -0.274  0.0138
N1 -1.003 0.215 0.009  0.0630
N2 -1.764 -1.890 -0.241  0.1307
O1 0.819 -1.305 0.303  0.1425
I1 -4.018 0.164 0.019  1.0760
H1 1.408 1.440 -1.227  0.1220
H2 1.519 1.640 0.638  0.1580
H3 2.514 0.237 -0.300  0.1003
H4 -1.181 1.212 -0.198  0.1197
H5 -0.807 -2.286 -0.097  0.1260
H6 -2.541 -2.526 -0.213  0.0979

The calculation puts the molar mass at 213.0 g mol⁻¹. The value obtained for the HOMO energy (spin up / spin down) is -10.756 / -14.770 eV. The value obtained for the gap between HOMO and LUMO (spin up / spin down) is 7.08 / 6.60 eV. Its spin multiplicity is 3. As for the total energy: -16325.617 eV. As for the energy above the lowest of the compared OMol25 structures with the same formula, charge and spin: 14.81 kcal/mol. As for the net charge: +1.


Entry 3:
Density functional theory data (ωB97M-V/def2-TZVPD) for C3H6IN3 as an isolated structure.

Last column: Löwdin charge in e.
Positions of all 13 atoms, in Å:
C1 -0.393 -1.866 -2.107  0.0118
C2 -0.011 -0.626 -1.805  -0.1496
C3 0.090 -0.185 -0.399  -0.1609
N1 0.471 0.943 0.027  -0.1557
N2 -0.091 0.724 2.716  -0.0217
N3 0.323 1.764 0.970  -0.5329
I1 1.966 2.850 1.475  0.7376
H1 -0.568 -2.208 -3.071  0.0363
H2 -0.771 -2.548 -1.417  0.0422
H3 0.426 0.133 -2.644  0.1548
H4 -0.280 -0.984 0.259  0.1192
H5 -0.067 1.328 3.507  -0.0608
H6 -1.094 0.675 2.490  -0.0202

The calculation puts the molar mass at 211.0 g mol⁻¹. The value obtained for the HOMO energy (spin up / spin down) is -8.126 / -8.121 eV. The value obtained for the gap between HOMO and LUMO (spin up / spin down) is 7.19 / 7.18 eV. Its spin multiplicity is 1. As for the total energy: -15773.242 eV. As for the energy above the lowest of the compared OMol25 structures with the same formula, charge and spin: 73.29 kcal/mol. As for the net charge: 0.


Entry 4:
Density functional theory data (ωB97M-V/def2-TZVPD) for a 2-piece molecular cluster, C3H6INO2 overall.

Last column: Löwdin charge in e.
Positions of all 13 atoms, in Å:
C1 -0.357 -1.534 0.082  -0.5675
C2 1.384 1.731 0.357  -0.0156
C3 0.424 -0.405 0.580  -0.0532
N1 -0.864 -1.417 -1.216  0.1442
O1 -0.424 -2.548 0.739  0.0516
O2 0.446 0.738 -0.127  -0.1436
I1 -3.610 0.642 -0.266  0.1292
H1 1.341 1.734 1.405  0.0752
H2 0.943 2.576 -0.114  0.0895
H3 2.355 1.463 -0.031  0.0985
H4 0.972 -0.543 1.468  0.1137
H5 -1.119 -0.395 -1.339  0.0363
H6 -1.489 -2.043 -1.537  0.0417

The calculation puts the molar mass at 215.0 g mol⁻¹. The value obtained for the HOMO energy (spin up / spin down) is -9.788 / -7.891 eV. The value obtained for the gap between HOMO and LUMO (spin up / spin down) is 9.68 / 4.50 eV. Its spin multiplicity is 1. As for the total energy: -16891.525 eV. As for the energy above the lowest of the compared OMol25 structures with the same formula, charge and spin: 62.92 kcal/mol. As for the net charge: 0.


Entry 5:
Density functional theory data (ωB97M-V/def2-TZVPD) for a 2-piece molecular cluster, C3H6INO2 overall.

Last column: Löwdin charge in e.
Positions of all 13 atoms, in Å:
C1 0.900 0.343 0.103  -0.3625
C2 -0.490 0.107 1.961  -0.0121
C3 0.563 0.412 -2.162  -0.6041
N1 -0.048 -0.359 0.663  -0.1414
O1 1.748 1.080 0.394  0.1271
O2 -1.032 -0.913 -0.247  -0.0391
I1 1.051 -1.454 -2.976  0.6746
H1 -0.231 1.132 1.945  0.0701
H2 -1.622 0.047 1.921  0.1199
H3 -0.071 -0.370 2.877  0.1061
H4 1.041 1.278 -2.465  -0.0526
H5 -0.585 0.509 -2.045  0.0055
H6 -1.224 -1.812 0.032  0.1085

The calculation puts the molar mass at 215.0 g mol⁻¹. The value obtained for the HOMO energy is -7.748 eV. The value obtained for the gap between HOMO and LUMO is 8.08 eV. Its spin multiplicity is 1. As for the total energy: -16889.187 eV. As for the energy above the lowest of the compared OMol25 structures with the same formula, charge and spin: 116.83 kcal/mol. As for the net charge: 0.


Entry 6:
Density functional theory data (ωB97M-V/def2-TZVPD) for one molecule with the formula C3H6INOS.

Last column: Löwdin charge in e.
Positions of all 13 atoms, in Å:
C1 0.690 -0.288 0.499  -0.2854
C2 1.513 0.568 -0.498  -0.3523
C3 -0.569 -0.760 -0.085  -0.3903
N1 0.899 1.762 -0.947  0.1499
O1 -1.537 1.351 1.129  -0.5573
S1 -1.781 0.737 -0.109  0.4159
I1 -3.867 -0.579 -0.026  0.4019
H1 1.122 -1.188 0.739  0.0827
H2 0.722 0.209 1.483  0.1275
H3 2.562 0.856 -0.178  0.1265
H4 1.599 0.040 -1.542  0.1499
H5 -0.454 -1.212 -1.035  0.0830
H6 -0.899 -1.495 0.572  0.0482

The calculation puts the molar mass at 231.1 g mol⁻¹. The value obtained for the HOMO energy (spin up / spin down) is -9.234 / -9.204 eV. The value obtained for the gap between HOMO and LUMO (spin up / spin down) is 8.06 / 8.31 eV. Its spin multiplicity is 1. As for the total energy: -25676.673 eV. As for the energy above the lowest of the compared OMol25 structures with the same formula, charge and spin: 117.94 kcal/mol. As for the net charge: 0.


Entry 7:
Density functional theory data (ωB97M-V/def2-TZVPD) for a 2-piece molecular cluster, C3H6INOS overall.

Last column: Löwdin charge in e.
Positions of all 13 atoms, in Å:
C1 0.629 -0.563 -0.428  -0.1824
C2 0.067 -0.718 0.963  -0.1966
C3 -0.756 -0.091 -0.089  -0.3658
N1 -1.451 2.530 -0.932  -0.2095
O1 -1.572 1.859 1.462  -0.4288
S1 -0.812 1.761 0.235  0.8150
I1 4.141 -2.938 -0.528  0.0398
H1 1.517 -0.021 -0.466  0.0694
H2 0.759 -1.570 -0.882  0.0953
H3 -0.334 -1.689 1.327  0.1176
H4 0.561 -0.189 1.791  0.1126
H5 -1.589 -0.628 -0.623  0.1466
H6 -1.158 2.259 -1.830  -0.0129

The calculation puts the molar mass at 231.1 g mol⁻¹. The value obtained for the HOMO energy (spin up / spin down) is -10.127 / -8.918 eV. The value obtained for the gap between HOMO and LUMO (spin up / spin down) is 8.50 / 5.29 eV. Its spin multiplicity is 1. As for the total energy: -25677.090 eV. As for the energy above the lowest of the compared OMol25 structures with the same formula, charge and spin: 108.31 kcal/mol. As for the net charge: 0.


Entry 8:
Density functional theory data (ωB97M-V/def2-TZVPD) for a 2-piece molecular cluster, C3H6IPS2 overall.

Last column: Löwdin charge in e.
Positions of all 13 atoms, in Å:
C1 0.385 -0.121 -0.521  -0.3168
C2 -1.062 0.135 -0.905  -0.4522
C3 0.295 -0.777 0.896  -0.5826
P1 -1.858 -2.712 0.185  0.2918
S1 -2.578 -0.801 -0.029  0.4281
S2 0.078 -2.605 0.922  0.4776
I1 -0.128 -2.524 -3.240  -0.1866
H1 0.978 -0.815 -1.059  0.0086
H2 0.985 0.809 -0.230  0.1410
H3 -1.284 1.135 -0.542  0.0611
H4 -1.353 0.037 -1.956  0.0213
H5 1.150 -0.547 1.462  0.0449
H6 -0.611 -0.285 1.411  0.0637

The calculation puts the molar mass at 264.1 g mol⁻¹. The value obtained for the HOMO energy (spin up / spin down) is -8.314 / -7.469 eV. The value obtained for the gap between HOMO and LUMO (spin up / spin down) is 6.25 / 4.75 eV. Its spin multiplicity is 1. As for the total energy: -42266.994 eV. As for the energy above the lowest of the compared OMol25 structures with the same formula, charge and spin: 33.86 kcal/mol. As for the net charge: 0.


Entry 9:
Density functional theory data (ωB97M-V/def2-TZVPD) for C3H6LaO3 as an isolated structure.

Last column: Löwdin charge in e.
Positions of all 13 atoms, in Å:
O1 2.221 2.705 0.971  -0.4991
La1 0.451 2.209 -0.302  2.3345
C1 -2.101 -0.318 -0.052  -0.0100
O2 -0.705 0.004 -0.131  -0.4573
C2 0.166 -1.115 -0.141  -0.1491
C3 1.453 -0.632 -0.762  -0.1432
O3 2.582 -0.747 -0.473  0.2225
H1 -2.657 0.593 -0.296  0.1066
H2 -2.333 -1.109 -0.776  0.1245
H3 -2.341 -0.643 0.968  0.1265
H4 -0.244 -1.932 -0.756  0.1680
H5 0.370 -1.470 0.882  0.1722
H6 3.138 2.455 0.867  0.0039

The calculation puts the molar mass at 229.0 g mol⁻¹. The value obtained for the HOMO energy (spin up / spin down) is -17.218 / -19.425 eV. The value obtained for the gap between HOMO and LUMO (spin up / spin down) is 7.58 / 9.36 eV. Its spin multiplicity is 2. As for the total energy: -10191.010 eV. As for the energy above the lowest of the compared OMol25 structures with the same formula, charge and spin: 0.00 kcal/mol. As for the net charge: +2.


Entry 10:
Density functional theory data (ωB97M-V/def2-TZVPD) for a 2-piece molecular cluster, C3H6N overall.

Last column: Löwdin charge in e.
Positions of all 10 atoms, in Å:
C1 -0.672 0.184 -0.613  0.0793
C2 0.870 0.381 0.762  0.1567
C3 -1.864 0.100 0.071  -0.1786
N1 1.882 -0.015 -0.163  0.0399
H1 -1.800 0.429 1.187  0.1318
H2 -2.807 0.276 -0.523  0.1231
H3 -1.583 -1.053 0.077  0.1717
H4 2.374 0.867 0.076  0.1707
H5 1.423 -0.202 -1.063  0.1034
H6 2.177 -0.967 0.191  0.2019

The calculation puts the molar mass at 56.1 g mol⁻¹. The value obtained for the HOMO energy (spin up / spin down) is -13.596 / -13.606 eV. The value obtained for the gap between HOMO and LUMO (spin up / spin down) is 7.23 / 7.25 eV. Its spin multiplicity is 1. As for the total energy: -4681.183 eV. As for the energy above the lowest of the compared OMol25 structures with the same formula, charge and spin: 206.01 kcal/mol. As for the net charge: +1.


Entry 11:
Density functional theory data (ωB97M-V/def2-TZVPD) for an isolated ion of composition C3H6N and charge +1.

Last column: Löwdin charge in e.
Positions of all 10 atoms, in Å:
C1 -0.142 -0.165 1.124  0.0074
C2 -0.699 -0.491 -0.290  -0.0313
N1 0.526 -0.030 -0.945  0.1394
C3 -0.144 0.830 0.066  -0.0875
H1 0.816 -0.461 1.376  0.0992
H2 -0.896 -0.227 1.822  0.1065
H3 -1.537 -1.348 -0.514  0.2359
H4 0.588 0.355 -1.868  0.1769
H5 1.494 -0.323 -0.669  0.2006
H6 -0.007 1.858 -0.102  0.1529

The calculation puts the molar mass at 56.1 g mol⁻¹. The value obtained for the HOMO energy is -16.693 eV. The value obtained for the gap between HOMO and LUMO is 13.14 eV. Its spin multiplicity is 1. As for the total energy: -4687.680 eV. As for the energy above the lowest of the compared OMol25 structures with the same formula, charge and spin: 56.19 kcal/mol. As for the net charge: +1.


Entry 12:
Density functional theory data (ωB97M-V/def2-TZVPD) for one molecule with the formula C3H6N2.

Last column: Löwdin charge in e.
Positions of all 11 atoms, in Å:
H1 2.808 0.267 0.488  0.1306
N1 2.276 -0.284 -0.452  0.0825
C1 1.104 0.140 -0.080  -0.3232
N2 -0.082 -0.334 -0.813  -0.1003
C2 -0.934 -0.873 0.049  -0.2042
C3 -1.067 0.600 -0.290  -0.1623
H2 0.850 0.688 0.933  0.1411
H3 -1.863 -1.375 -0.438  0.1393
H4 -0.468 -1.246 1.044  0.1445
H5 -0.968 1.270 0.514  0.0689
H6 -1.656 1.147 -0.956  0.0832

The calculation puts the molar mass at 70.1 g mol⁻¹. The value obtained for the HOMO energy is -9.730 eV. The value obtained for the gap between HOMO and LUMO is 10.61 eV. Its spin multiplicity is 1. As for the total energy: -6184.188 eV. As for the energy above the lowest of the compared OMol25 structures with the same formula, charge and spin: 100.47 kcal/mol. As for the net charge: 0.